Model 1:
ORCA calculation (the ωB97M-V functional and the def2-TZVPD basis) on 6 unconnected molecules or ions with the total composition H13NO5.

Each line ends with the natural charge from an NBO analysis.
CARTESIAN COORDINATES (ANGSTROEM)
N: -2.09 0.38 -1.06  -1.104
H: -2.08 0.48 -2.07  0.366
H: -2.58 -0.49 -0.95  0.369
H: -2.57 1.17 -0.66  0.386
O: -0.56 0.72 1.86  -0.948
H: -1.42 0.26 1.93  0.476
H: -0.10 0.20 1.20  0.469
O: 2.13 2.56 -1.08  -0.958
H: 2.08 2.99 -0.20  0.470
H: 1.60 1.77 -1.11  0.480
O: 0.78 -0.08 -1.86  -0.962
H: -0.15 0.08 -1.70  0.481
H: 1.12 -0.16 -0.97  0.470
O: -1.81 -2.02 1.28  -0.969
H: -1.33 -2.64 1.83  0.486
H: -1.31 -1.64 0.55  0.482
O: 1.65 -1.32 0.75  -0.953
H: 2.08 -1.50 1.56  0.482
H: 1.53 -2.20 0.39  0.477

Computed properties:
SMILES: N.O.O.O.O.O
E_HOMO (eV): -10.84
Orbital gap (eV): 10.90
Molar mass (g mol⁻¹): 107.106
Spin multiplicity: 1
LUMO level (hartree): 0.0020

Model 2:
ORCA calculation (the ωB97M-V functional and the def2-TZVPD basis) on 6 unconnected molecules or ions with the total composition H13NO5.

Each line ends with the natural charge from an NBO analysis.
CARTESIAN COORDINATES (ANGSTROEM)
N: 0.12 0.56 -4.79  -1.074
H: 0.34 1.51 -4.74  0.356
H: 0.88 0.03 -5.28  0.364
H: -0.66 0.51 -5.41  0.356
O: -1.75 -1.95 -2.40  -0.978
H: -1.00 -1.33 -2.67  0.491
H: -2.18 -1.80 -1.50  0.488
O: 1.87 0.59 1.88  -0.986
H: 0.97 0.11 1.97  0.503
H: 1.67 1.18 1.06  0.479
O: -0.59 0.10 0.19  -0.930
H: -1.26 0.67 0.35  0.458
H: -0.66 -0.03 -0.85  0.469
O: 1.75 -1.09 4.32  -0.953
H: 2.12 -1.09 3.41  0.485
H: 1.86 -0.20 4.60  0.469
O: -0.84 0.74 3.06  -0.938
H: -1.68 1.17 2.92  0.464
H: -0.96 0.32 3.89  0.478

Computed properties:
SMILES: N.O.O.O.O.O
E_HOMO (eV): -10.73
Orbital gap (eV): 10.99
Molar mass (g mol⁻¹): 107.106
Spin multiplicity: 1
LUMO level (hartree): 0.0097

Stability order, top to bottom: model 1, model 2

Model 1:
ORCA calculation (the ωB97M-V functional and the def2-TZVPD basis) on C17H18N6O3S in the gas phase.

Each line ends with the natural charge from an NBO analysis.
CARTESIAN COORDINATES (ANGSTROEM)
C: -6.88 -2.28 -2.65  -0.257
O: -5.61 -1.77 -2.33  -0.496
C: -5.19 -1.96 -1.04  0.767
O: -5.92 -2.29 -0.07  -0.588
C: -3.94 -1.45 -0.67  -0.231
C: -3.94 -0.42 0.30  0.123
N: -2.85 0.27 0.57  -0.448
C: -1.70 -0.02 -0.04  0.393
N: -0.69 0.84 0.36  -0.572
C: 0.55 1.05 -0.18  0.363
C: 0.85 0.90 -1.52  -0.080
N: 2.10 1.03 -2.00  -0.275
C: 3.05 1.30 -1.07  -0.066
C: 4.39 1.50 -1.51  0.260
N: 5.49 1.59 -1.89  -0.278
C: 2.72 1.49 0.31  0.550
O: 3.72 1.78 1.24  -0.487
C: 3.37 1.76 2.61  0.075
C: 4.48 2.51 3.38  -0.424
C: 5.60 1.52 3.44  -0.227
N: 4.89 0.25 3.70  -0.639
C: 3.49 0.35 3.20  -0.250
N: 1.46 1.36 0.74  -0.480
C: -1.60 -1.06 -0.98  -0.318
C: -2.74 -1.77 -1.31  -0.088
S: -2.68 -3.07 -2.48  0.234
C: -2.45 -2.03 -4.03  -0.707
H: -7.71 -1.67 -2.23  0.190
H: -7.00 -2.33 -3.71  0.196
H: -6.95 -3.25 -2.20  0.198
H: -4.87 -0.14 0.77  0.217
H: -0.81 1.23 1.28  0.428
H: 0.07 0.69 -2.22  0.210
H: 2.38 2.21 2.79  0.210
H: 4.82 3.43 2.93  0.229
H: 4.08 2.72 4.40  0.214
H: 6.31 1.76 4.25  0.200
H: 6.12 1.46 2.47  0.183
H: 5.40 -0.54 3.33  0.369
H: 3.23 -0.41 2.45  0.202
H: 2.76 0.25 4.05  0.192
H: -0.68 -1.37 -1.43  0.234
H: -2.58 -2.65 -4.94  0.237
H: -3.11 -1.18 -4.09  0.225
H: -1.44 -1.61 -3.99  0.212

Computed properties:
SMILES: COC(=O)c1cnc(Nc2cnc(C#N)c(O[C@@H]3CCNC3)n2)cc1SC
E_HOMO (eV): -8.74
Orbital gap (eV): 8.12
Molar mass (g mol⁻¹): 386.437
Spin multiplicity: 1
LUMO level (hartree): -0.0230

Model 2:
ORCA calculation (the ωB97M-V functional and the def2-TZVPD basis) on C17H18N6O3S in the gas phase.

Each line ends with the natural charge from an NBO analysis.
CARTESIAN COORDINATES (ANGSTROEM)
C: 5.28 4.14 0.09  -0.255
O: 5.96 2.92 -0.07  -0.507
C: 5.24 1.78 -0.20  0.374
C: 5.97 0.60 -0.36  -0.254
C: 5.33 -0.61 -0.49  -0.215
C: 3.94 -0.68 -0.45  0.095
N: 3.34 -1.95 -0.61  -0.590
C: 2.32 -2.54 0.03  0.676
O: 1.95 -3.66 -0.27  -0.634
C: 1.61 -1.76 1.14  -0.322
N: 0.36 -1.26 0.66  -0.205
N: 0.12 0.07 0.50  -0.097
N: -1.06 0.22 0.06  -0.204
C: -1.66 -0.98 -0.10  -0.136
C: -3.00 -1.23 -0.62  0.652
O: -3.45 -2.36 -0.74  -0.661
N: -3.67 -0.10 -0.97  -0.594
C: -5.04 -0.12 -1.41  -0.261
C: -5.95 0.49 -0.41  -0.206
C: -5.96 0.31 0.94  -0.262
C: -6.97 1.06 1.59  -0.247
C: -7.71 1.80 0.73  -0.416
S: -7.19 1.61 -0.89  0.429
C: -0.74 -1.97 0.28  0.387
N: -0.87 -3.30 0.37  -0.809
C: 3.21 0.49 -0.32  -0.231
C: 3.85 1.71 -0.18  -0.303
H: 4.67 4.14 1.00  0.178
H: 4.64 4.36 -0.77  0.178
H: 6.05 4.90 0.18  0.203
H: 7.05 0.67 -0.39  0.225
H: 5.91 -1.51 -0.62  0.216
H: 3.82 -2.57 -1.27  0.413
H: 1.42 -2.46 1.96  0.239
H: 2.20 -0.92 1.50  0.254
H: -3.22 0.78 -0.77  0.416
H: -5.13 0.40 -2.37  0.205
H: -5.29 -1.18 -1.56  0.252
H: -5.28 -0.34 1.45  0.229
H: -7.13 1.04 2.66  0.224
H: -8.53 2.46 0.95  0.234
H: -0.04 -3.86 0.25  0.425
H: -1.72 -3.64 -0.07  0.432
H: 2.13 0.47 -0.33  0.249
H: 3.24 2.59 -0.07  0.225

Computed properties:
SMILES: COc1ccc(NC(=O)Cn2nnc(C(=O)NCc3cccs3)c2N)cc1
E_HOMO (eV): -8.46
Orbital gap (eV): 9.12
Molar mass (g mol⁻¹): 386.437
Spin multiplicity: 1
LUMO level (hartree): 0.0241

Stability order, top to bottom: model 2, model 1

Model 1:
ORCA calculation (the ωB97M-V functional and the def2-TZVPD basis) on 2 unconnected molecules or ions with the total composition H3NO3Si.

Each line ends with the natural charge from an NBO analysis.
CARTESIAN COORDINATES (ANGSTROEM)
N: -0.77 -0.44 -1.86  0.238
O: -1.01 0.55 -2.54  -0.395
O: -1.07 -1.60 -2.09  -0.372
O: 0.34 1.24 0.26  -1.119
Si: 0.47 -0.24 -0.40  1.411
H: -0.47 1.81 0.15  0.535
H: 1.93 -0.29 -0.95  -0.146
H: -0.32 -1.77 0.54  -0.151

Computed properties:
E_HOMO (eV): -10.63
Orbital gap (eV): 10.49
Molar mass (g mol⁻¹): 93.114
Spin multiplicity: 1
LUMO level (hartree): -0.0051

Model 2:
ORCA calculation (the ωB97M-V functional and the def2-TZVPD basis) on H3NO3Si in the gas phase.

Each line ends with the natural charge from an NBO analysis.
CARTESIAN COORDINATES (ANGSTROEM)
O: -0.92 -1.68 -0.83  -0.374
N: -1.02 -0.54 -0.44  0.190
O: -2.07 0.14 -0.56  -0.403
Si: 0.45 0.45 -0.13  1.536
O: 0.94 0.41 1.33  -1.094
H: 0.15 1.82 -0.02  -0.191
H: 1.09 -0.31 -1.21  -0.191
H: 1.38 -0.29 1.85  0.526

Computed properties:
SMILES: O=[N+]([O-])[SiH2]O
E_HOMO (eV): -10.73
Orbital gap (eV): 10.50
Molar mass (g mol⁻¹): 93.114
Spin multiplicity: 1
LUMO level (hartree): -0.0082

Stability order, top to bottom: model 2, model 1

Model 1:
ORCA calculation (the ωB97M-V functional and the def2-TZVPD basis) on 5 unconnected molecules or ions with the total composition CH13NO4.

Each line ends with the natural charge from an NBO analysis.
CARTESIAN COORDINATES (ANGSTROEM)
C: -0.49 -0.80 0.54  -0.432
N: -0.96 -0.56 -0.81  -0.884
H: 0.59 -0.55 0.67  0.209
H: -1.18 -0.45 1.28  0.192
H: -0.36 -1.88 0.79  0.198
H: -0.94 0.48 -1.10  0.366
H: -1.94 -0.75 -1.07  0.372
O: 0.99 -2.57 -1.78  -0.992
H: 0.30 -1.83 -1.84  0.504
H: 0.58 -3.38 -2.16  0.465
O: 3.58 -1.09 -0.19  -0.963
H: 2.91 -1.75 0.10  0.487
H: 4.27 -1.50 -0.74  0.477
O: -2.73 2.12 1.39  -0.963
H: -2.83 2.75 2.04  0.460
H: -1.92 2.29 0.89  0.491
O: -0.24 3.02 0.55  -0.986
H: 0.39 3.37 -0.07  0.500
H: -0.02 3.06 1.51  0.499

Computed properties:
SMILES: CN.O.O.O.O
E_HOMO (eV): -9.48
Orbital gap (eV): 9.92
Molar mass (g mol⁻¹): 103.118
Spin multiplicity: 1
LUMO level (hartree): 0.0162

Model 2:
ORCA calculation (the ωB97M-V functional and the def2-TZVPD basis) on a molecular structure, CH13NO4.

Each line ends with the natural charge from an NBO analysis.
CARTESIAN COORDINATES (ANGSTROEM)
H: 1.48 -0.19 0.36  0.464
O: 2.35 -0.21 -0.48  -1.062
N: 0.42 -0.47 1.00  -0.772
H: 2.83 0.62 -0.36  0.453
H: 0.62 -1.40 1.41  0.382
H: -0.52 -0.63 0.56  0.423
C: 0.10 0.29 2.27  -0.419
H: -1.00 0.27 2.37  0.210
H: 0.70 -0.12 3.05  0.202
H: 0.42 1.34 2.23  0.201
O: -1.07 0.95 -0.84  -0.993
H: -0.57 0.34 -1.42  0.510
H: -0.77 1.85 -1.01  0.484
O: 1.11 -0.62 -2.61  -1.035
H: 1.51 -0.20 -1.73  0.487
H: 1.94 -0.53 -3.09  0.462
O: -3.34 -0.62 -0.35  -0.980
H: -3.08 0.27 -0.12  0.496
H: -3.13 -0.94 -1.22  0.485

Computed properties:
E_HOMO (eV): -9.91
Orbital gap (eV): 10.34
Molar mass (g mol⁻¹): 103.118
Spin multiplicity: 1
LUMO level (hartree): 0.0159

Stability order, top to bottom: model 1, model 2

Model 1:
ORCA calculation (the ωB97M-V functional and the def2-TZVPD basis) on 2 unconnected molecules or ions with the total composition C3H6INO.

Each line ends with the natural charge from an NBO analysis.
CARTESIAN COORDINATES (ANGSTROEM)
C: 1.43 0.74 -0.21  -0.194
N: 1.55 1.20 0.96  -0.035
O: 0.71 1.97 1.45  -0.561
H: 2.16 0.07 -0.79  0.213
H: 0.52 1.04 -0.65  0.211
H: 2.37 1.05 1.54  0.365
C: -1.41 -0.02 -0.53  -0.453
C: -0.82 -0.98 0.19  -0.319
I: -0.35 -2.96 -0.47  0.097
H: -1.70 -0.16 -1.61  0.226
H: -1.65 0.84 0.10  0.242
H: -0.49 -0.82 1.19  0.208

Computed properties:
SMILES: C=[NH+][O-].C=CI
E_HOMO (spin up / spin down) (eV): -8.89 / -8.89
Orbital gap (spin up / spin down) (eV): 9.39 / 9.39
Molar mass (g mol⁻¹): 198.991
Spin multiplicity: 1
LUMO level (spin up / spin down) (hartree): 0.0183 / 0.0183

Model 2:
ORCA calculation (the ωB97M-V functional and the def2-TZVPD basis) on 3 unconnected molecules or ions with the total composition C3H6INO.

Each line ends with the natural charge from an NBO analysis.
CARTESIAN COORDINATES (ANGSTROEM)
N: 0.75 -0.63 0.58  -0.773
C: 1.06 -0.13 -0.48  0.869
O: 1.37 0.19 -1.54  -0.516
H: 0.32 -0.43 1.42  0.426
C: -2.27 -0.24 0.57  -0.369
C: -2.00 0.85 -0.04  -0.400
H: -1.89 -0.45 1.55  0.174
H: -2.73 -1.07 0.07  0.192
H: -1.97 0.84 -1.12  0.209
H: -1.60 1.68 0.59  0.194
I: 5.24 -0.66 -0.79  -0.112
H: 3.72 0.05 -0.80  0.107

Computed properties:
SMILES: N=C=O.C=C.I
E_HOMO (eV): -9.93
Orbital gap (eV): 10.39
Molar mass (g mol⁻¹): 198.991
Spin multiplicity: 1
LUMO level (hartree): 0.0172

Stability order, top to bottom: model 2, model 1